# C26H67N4NaO10Pb

A molecular structure, C26H67N4NaO10Pb in a non-equilibrium geometry (ωB97M-V/def2-TZVPD, OMol25).

```
! wB97M-V def2-TZVPD RIJCOSX def2/J DEFGRID3
* xyz 2 1
Na 4.815 1.851 0.004
Pb 3.472 -1.350 1.306
C 1.422 1.095 -0.197
O 2.683 0.748 0.348
H 1.142 2.116 0.067
H 1.275 0.888 -1.258
H 0.671 0.452 0.279
C 1.989 -3.037 -1.149
O 1.621 -2.333 0.021
C 0.607 -2.987 0.758
C 0.308 -2.173 1.972
N 1.524 -1.961 2.809
C 1.262 -1.054 3.915
C 2.587 -0.697 4.573
O 3.597 -0.358 3.640
C 3.925 1.060 3.694
H 2.740 -2.531 -1.756
H 1.142 -3.097 -1.842
H 2.282 -4.084 -1.032
H 0.840 -4.036 0.999
H -0.250 -3.225 0.116
H -0.384 -2.765 2.582
H -0.227 -1.233 1.827
H 1.869 -2.843 3.181
H 0.482 -1.480 4.548
H 0.900 -0.061 3.626
H 2.977 -1.581 5.094
H 2.401 -0.003 5.395
H 3.001 1.634 3.629
H 4.477 1.359 2.801
H 4.560 1.243 4.555
C 3.000 -1.107 -4.698
O 2.628 0.270 -4.570
C 1.246 0.406 -4.204
C 0.987 1.899 -3.967
N -0.376 2.173 -3.555
C -0.617 3.614 -3.592
C -1.017 4.124 -4.959
O -2.143 3.509 -5.574
C -3.337 3.967 -4.915
H 2.932 -1.359 -5.759
H 2.339 -1.764 -4.133
H 4.058 -1.215 -4.461
H 1.122 -0.061 -3.218
H 0.602 -0.071 -4.943
H 1.336 2.492 -4.813
H 1.798 2.162 -3.274
H -0.657 1.900 -2.623
H 0.230 4.151 -3.150
H -1.520 3.835 -3.010
H -0.251 3.801 -5.680
H -0.980 5.209 -5.096
H -4.171 3.906 -5.618
H -3.336 4.965 -4.479
H -3.616 3.195 -4.191
C -1.255 1.804 2.241
O -1.681 0.530 2.655
C -2.467 0.524 3.849
C -1.752 1.119 5.094
N -2.026 2.552 5.333
C -1.069 3.171 6.258
C 0.227 3.600 5.589
O 0.180 4.103 4.246
C -0.603 5.273 4.169
H -1.102 1.821 1.159
H -0.284 2.051 2.687
H -2.012 2.554 2.484
H -2.647 -0.536 4.032
H -3.463 0.932 3.667
H -0.682 0.891 5.137
H -2.258 0.670 5.951
H -1.977 3.105 4.486
H -0.903 2.467 7.075
H -1.551 4.042 6.707
H 0.881 2.738 5.432
H 0.734 4.352 6.201
H -1.668 5.112 4.342
H -0.488 5.858 3.252
H -0.242 6.069 4.837
C -3.086 -7.972 -0.740
O -2.226 -6.996 -0.194
C -1.386 -6.374 -1.129
C -2.082 -5.220 -1.860
N -2.477 -4.134 -0.948
C -3.156 -2.993 -1.512
C -2.368 -2.202 -2.550
O -2.802 -0.896 -2.747
C -2.691 -0.025 -1.649
H -3.425 -8.673 0.020
H -2.560 -8.547 -1.509
H -3.967 -7.528 -1.213
H -0.797 -7.054 -1.750
H -0.585 -5.878 -0.567
H -2.942 -5.556 -2.453
H -1.409 -4.796 -2.612
H -3.067 -4.624 -0.283
H -3.376 -2.329 -0.674
H -4.127 -3.270 -1.945
H -2.421 -2.689 -3.528
H -1.285 -2.211 -2.326
H -3.522 -0.156 -0.953
H -2.819 0.980 -2.056
H -1.717 -0.021 -1.145
C 4.948 2.697 -3.597
O 4.195 2.161 -2.529
H 6.016 2.781 -3.378
H 4.814 2.136 -4.521
H 4.660 3.725 -3.827
H 3.805 1.303 -2.733
*
```

Computed properties:
Largest force on an atom, Eh/bohr: 0.0666
E_tot, eV: -64128.13545
LUMO energy, Ha: -0.2378
HOMO-LUMO gap, eV: 6.1156